(1)
DFT (wB97M-V/def2-TZVPD) results for a structure of composition C24H31KN5O in a non-equilibrium geometry.

The value obtained for the frontier orbital gap is 5.65 eV. The net charge is -1. Its lowest unoccupied orbital energy is 2.301 eV.

Last column: Löwdin charge in e.
Element x y z (Å)
K: 0.81788 0.82940 -0.76031  0.853
C: 0.88290 -2.80736 0.12808  -0.081
N: 1.59025 -1.85324 -0.70911  -0.266
C: 3.01014 -1.77846 -0.39896  -0.105
C: 1.27068 -1.97732 -2.10931  -0.223
C: 2.13581 -2.61521 -2.98963  -0.062
C: 1.89901 -2.66874 -4.36122  -0.137
C: 0.75268 -2.04542 -4.84692  -0.129
C: -0.14226 -1.42387 -3.98917  -0.046
C: 0.04080 -1.39692 -2.57508  -0.280
N: -0.77619 -0.77521 -1.68504  -0.047
C: -2.05907 -0.39730 -2.00618  -0.242
C: -2.95997 -1.16427 -2.78214  -0.052
C: -4.25189 -0.73699 -3.05471  -0.122
C: -4.71955 0.47985 -2.56325  -0.130
C: -3.86845 1.23086 -1.75884  -0.055
C: -2.58137 0.81046 -1.45622  -0.207
N: -1.72813 1.57985 -0.58288  -0.288
C: -2.01756 1.32747 0.82392  -0.093
C: -1.65129 3.00993 -0.86533  -0.093
H: 1.24495 -3.83462 -0.03105  0.083
H: -0.18523 -2.75891 -0.09596  0.082
H: 1.02793 -2.55208 1.18391  0.069
H: 3.51691 -2.75770 -0.41434  0.078
H: 3.14299 -1.34530 0.59580  0.077
H: 3.50839 -1.13085 -1.11940  0.089
H: 3.03804 -3.06634 -2.59183  0.095
H: 2.59846 -3.16067 -5.02453  0.079
H: 0.55764 -2.02874 -5.91499  0.089
H: -1.01155 -0.92683 -4.40172  0.095
H: -2.61076 -2.10993 -3.17932  0.103
H: -4.90223 -1.36118 -3.65936  0.088
H: -5.72040 0.82812 -2.78589  0.081
H: -4.21877 2.17024 -1.34021  0.101
H: -2.99502 1.74321 1.11953  0.084
H: -1.24259 1.77251 1.45483  0.071
H: -2.03124 0.25081 1.00930  0.092
H: -2.54378 3.56582 -0.53869  0.074
H: -1.52750 3.16412 -1.93782  0.096
H: -0.77769 3.43230 -0.35656  0.081
N: 4.28884 2.10056 -0.33353  0.071
C: 3.04907 2.35943 0.45141  -0.775
O: 1.98083 2.61887 -0.29892  -0.407
C: 3.30658 3.04082 1.76327  -0.107
C: 2.93900 1.54505 1.76554  -0.120
H: 3.97289 1.87938 -1.26995  0.049
H: 4.78430 1.28859 0.01858  0.041
H: 2.54224 3.73095 2.10807  0.087
H: 4.32821 3.31001 2.01675  0.080
H: 1.95211 1.28707 2.14136  0.064
H: 3.72331 0.83726 2.03312  0.069
C: -1.49367 -0.59029 6.10157  -0.093
C: -0.72138 -1.37413 5.26277  -0.075
C: -0.20124 -0.79756 4.10994  -0.136
N: -0.41345 0.47196 3.76740  0.071
C: -1.16089 1.21390 4.58308  -0.146
C: -1.71988 0.73102 5.75957  -0.079
H: -1.91437 -1.00394 7.00991  0.101
H: -0.52163 -2.41349 5.48830  0.098
H: 0.41003 -1.38082 3.42905  0.097
H: -1.32338 2.24320 4.27852  0.107
H: -2.32047 1.38066 6.38480  0.098

---

(2)
DFT (wB97M-V/def2-TZVPD) results for a cluster of 2 separate species, C24H31N2O in total in a non-equilibrium geometry.

Its energy relative to the best compared isomer or geometry (same formula, charge and spin) is 0.00 kJ/mol. The value obtained for the frontier orbital gap is 5.53 eV. The net charge is +1. Its lowest unoccupied orbital energy is -4.648 eV.

Last column: Löwdin charge in e.
Element x y z (Å)
C: 2.33864 -3.39783 -1.75087  0.020
C: 1.91486 -1.99152 -1.78069  -0.157
N: 2.81873 -0.98821 -1.83784  -0.006
C: 4.25794 -1.18071 -1.90865  0.025
C: 2.17987 0.25505 -1.91611  -0.153
C: 0.78799 0.01999 -1.95517  -0.091
C: -0.04695 1.10198 -2.21164  -0.001
C: 0.49954 2.39349 -2.26559  -0.048
C: 1.88525 2.60447 -2.20095  -0.049
C: 2.75365 1.51307 -2.05048  0.008
C: 0.60209 -1.43445 -1.83736  -0.084
C: -0.56866 -2.17486 -1.86571  0.100
C: -1.89448 -1.63661 -1.79244  -0.215
C: -2.25642 -0.63732 -0.85484  -0.026
C: -3.50950 -0.04347 -0.90683  -0.018
C: -4.45100 -0.43292 -1.86597  -0.252
C: -5.76463 0.27453 -1.94937  -0.037
C: -4.13666 -1.48501 -2.73459  -0.020
C: -2.90282 -2.11208 -2.67400  0.002
H: 1.45822 -4.04281 -1.71091  0.086
H: 2.91755 -3.66527 -2.65019  0.114
H: 2.96136 -3.60327 -0.86652  0.113
H: 4.72908 -0.19991 -1.99343  0.087
H: 4.63328 -1.68627 -1.00794  0.113
H: 4.53833 -1.78869 -2.78263  0.114
H: -1.10572 0.92186 -2.38994  0.111
H: -0.16660 3.24805 -2.37060  0.113
H: 2.29385 3.61183 -2.27621  0.115
H: 3.83606 1.61490 -2.03356  0.109
H: -0.47207 -3.24586 -2.05471  0.132
H: -1.52601 -0.33447 -0.09721  0.115
H: -3.75711 0.75374 -0.20576  0.129
H: -6.39208 -0.18852 -2.71494  0.082
H: -6.28949 0.23749 -0.98706  0.096
H: -5.61872 1.33141 -2.20761  0.096
H: -4.88789 -1.80926 -3.45481  0.122
H: -2.66431 -2.93986 -3.34508  0.124
C: -0.16895 4.32971 3.55883  -0.098
O: -0.38657 2.94293 3.27224  -0.196
C: 0.47377 2.10929 4.01101  -0.216
C: 0.08491 0.66600 3.68722  -0.357
C: 0.99929 -0.34085 4.38053  -0.132
C: 1.14722 -1.49058 3.37042  -0.148
C: 0.88283 -0.84057 1.98874  -0.238
N: 0.20756 0.37227 2.30048  -0.032
H: -0.91323 4.88181 2.97614  0.087
H: -0.28947 4.57166 4.63400  0.093
H: 0.84821 4.65277 3.26560  0.089
H: 1.53404 2.25796 3.71156  0.134
H: 0.38454 2.26550 5.10940  0.139
H: -0.97039 0.52015 3.99247  0.148
H: 1.96591 0.15965 4.51039  0.114
H: 0.61480 -0.62865 5.35963  0.119
H: 2.12814 -1.96653 3.42883  0.104
H: 0.36556 -2.23417 3.56101  0.109
H: 1.84015 -0.65163 1.46068  0.100
H: 0.29621 -1.50320 1.32558  0.091
H: -0.03969 1.06382 1.60341  0.120

---

(3)
DFT (wB97M-V/def2-TZVPD) results for the molecule C24H31N3O2.

Its energy relative to the best compared isomer or geometry (same formula, charge and spin) is 183.05 kJ/mol. The value obtained for the frontier orbital gap is 9.03 eV. The net charge is 0. Its lowest unoccupied orbital energy is 0.494 eV. The SMILES is CCOC(=O)C1(CC2CC2)CCN(Cc2cnc(-c3ccccc3C)nc2)CC1.

Last column: Löwdin charge in e.
Element x y z (Å)
C: -2.18308 -3.97991 0.55477  -0.058
C: -1.30541 -2.90104 1.17234  -0.205
O: -1.99741 -1.65502 1.26000  -0.006
C: -2.01882 -0.89164 0.16246  -0.468
O: -1.47011 -1.19333 -0.86588  0.128
C: -2.85369 0.36507 0.37862  -0.361
C: -4.33137 -0.08063 0.40223  -0.097
C: -4.79048 -0.71463 -0.89045  -0.290
C: -5.49109 0.10609 -1.93064  -0.122
C: -6.25867 -0.90187 -1.13133  -0.115
C: -2.49192 1.02545 1.71388  -0.101
C: -1.05645 1.54003 1.68538  -0.177
N: -0.91262 2.51803 0.62563  -0.150
C: 0.33818 3.26051 0.68681  -0.153
C: 1.56273 2.40654 0.50724  -0.173
C: 2.11359 2.12687 -0.73970  -0.066
N: 3.13870 1.31541 -0.90859  0.135
C: 3.65839 0.73137 0.16869  -0.272
C: 4.78366 -0.19746 0.02682  -0.113
C: 5.12180 -0.96113 1.14760  -0.033
C: 6.16276 -1.86419 1.11383  -0.087
C: 6.89344 -2.01655 -0.05322  -0.084
C: 6.57090 -1.26209 -1.16559  -0.052
C: 5.52323 -0.34807 -1.15725  -0.209
C: 5.23950 0.43427 -2.39813  -0.064
N: 3.20859 0.94001 1.41049  0.134
C: 2.19117 1.75794 1.56954  -0.077
C: -1.16172 1.91389 -0.67126  -0.174
C: -2.58792 1.37392 -0.74106  -0.095
H: -1.65850 -4.93081 0.57213  0.077
H: -2.41377 -3.72477 -0.47652  0.073
H: -3.11198 -4.07444 1.11240  0.079
H: -1.03905 -3.15024 2.20167  0.125
H: -0.39799 -2.76274 0.57506  0.124
H: -4.95413 0.79028 0.61822  0.132
H: -4.45676 -0.79436 1.22200  0.130
H: -4.13651 -1.49863 -1.25178  0.135
H: -5.29628 -0.10262 -2.97131  0.099
H: -5.66291 1.15137 -1.72395  0.100
H: -6.59275 -1.80380 -1.62069  0.096
H: -6.94392 -0.53797 -0.38061  0.099
H: -2.61179 0.31539 2.53226  0.123
H: -3.16271 1.87031 1.87935  0.130
H: -0.82588 2.02759 2.63667  0.126
H: -0.36565 0.68580 1.56063  0.128
H: 0.30264 4.02526 -0.09483  0.124
H: 0.37516 3.75878 1.66072  0.124
H: 1.72350 2.58154 -1.64345  0.123
H: 4.54159 -0.82461 2.04660  0.100
H: 6.40557 -2.44651 1.99031  0.099
H: 7.71283 -2.71935 -0.09633  0.101
H: 7.14847 -1.38375 -2.07143  0.106
H: 5.21800 1.50020 -2.18366  0.077
H: 5.99574 0.23511 -3.15446  0.072
H: 4.26104 0.17060 -2.79323  0.079
H: 1.86716 1.91134 2.59333  0.120
H: -1.03332 2.68517 -1.43540  0.126
H: -0.45740 1.09452 -0.88813  0.120
H: -2.73737 0.90041 -1.71065  0.124
H: -3.28892 2.20309 -0.63815  0.131

---

(4)
DFT (wB97M-V/def2-TZVPD) results for the molecule C24H31N3O2.

Its energy relative to the best compared isomer or geometry (same formula, charge and spin) is 139.63 kJ/mol. The value obtained for the frontier orbital gap is 8.38 eV. The net charge is 0. Its lowest unoccupied orbital energy is 0.552 eV. The SMILES is CC(=O)c1cc(-c2ccccc2)n(CC(=O)N2CCN(C3CCCC3)CC2)c1C.

Last column: Löwdin charge in e.
Element x y z (Å)
C: -7.22960 -0.93792 1.08158  -0.018
C: -6.12220 -1.72575 0.41495  -0.408
O: -6.25678 -2.91012 0.16378  0.055
C: -4.92028 -0.96836 0.10574  -0.116
C: -4.70714 0.42322 0.30942  0.035
C: -3.45033 0.71936 -0.13538  -0.190
C: -2.74802 2.00268 -0.13482  -0.174
C: -2.57007 2.68398 1.06611  -0.021
C: -1.89747 3.89106 1.09335  -0.077
C: -1.39747 4.43760 -0.07719  -0.093
C: -1.58716 3.77738 -1.27926  -0.085
C: -2.26027 2.56971 -1.30982  -0.042
N: -2.87963 -0.44254 -0.60788  0.001
C: -1.50484 -0.54432 -1.00533  -0.029
C: -0.59420 -0.30758 0.21376  -0.413
O: -1.05040 -0.25893 1.33758  0.087
N: 0.71589 -0.12171 -0.04836  -0.050
C: 1.40374 -0.33307 -1.30036  -0.118
C: 2.30791 -1.57432 -1.15860  -0.150
N: 3.25776 -1.46293 -0.08248  -0.147
C: 4.56352 -0.91441 -0.37226  -0.306
C: 5.66089 -1.58893 0.49079  -0.130
C: 6.60342 -0.46953 0.95033  -0.191
C: 6.30635 0.69340 0.00473  -0.197
C: 4.79684 0.59847 -0.17865  -0.152
C: 2.60600 -1.11642 1.16121  -0.141
C: 1.63981 0.07775 1.05234  -0.109
C: -3.74586 -1.47212 -0.44501  -0.186
C: -3.41226 -2.87185 -0.81114  -0.003
H: -6.86570 -0.49978 2.00778  0.085
H: -7.55861 -0.13571 0.42491  0.084
H: -8.06690 -1.59761 1.29412  0.080
H: -5.40355 1.13032 0.71294  0.115
H: -2.94687 2.24360 1.97613  0.121
H: -1.75774 4.40727 2.03197  0.103
H: -0.86764 5.37872 -0.05464  0.099
H: -1.21446 4.20793 -2.19801  0.101
H: -2.43418 2.07811 -2.25793  0.115
H: -1.28669 0.20562 -1.77019  0.115
H: -1.32210 -1.54113 -1.41186  0.129
H: 0.70634 -0.47355 -2.12274  0.112
H: 2.01949 0.54974 -1.50839  0.125
H: 2.83455 -1.76003 -2.09571  0.121
H: 1.66438 -2.43816 -0.94703  0.127
H: 4.76308 -1.15003 -1.42256  0.142
H: 6.19473 -2.33018 -0.10178  0.108
H: 5.21107 -2.11004 1.33357  0.103
H: 6.37022 -0.17333 1.97421  0.108
H: 7.64882 -0.77165 0.91788  0.103
H: 6.62118 1.65395 0.41069  0.107
H: 6.80993 0.53990 -0.95110  0.113
H: 4.43434 1.18699 -1.02132  0.109
H: 4.30948 0.94591 0.73162  0.101
H: 3.35843 -0.90750 1.92093  0.122
H: 2.02520 -1.98943 1.48399  0.131
H: 1.05327 0.17129 1.96706  0.124
H: 2.18145 1.01167 0.87455  0.118
H: -3.15603 -2.95497 -1.86865  0.087
H: -4.27998 -3.49413 -0.61252  0.070
H: -2.57369 -3.23754 -0.21706  0.089